Molecular formula: C28H50BrCoN2O4S2Si
Method: DFT, ωB97M-V/def2-TZVPD

Last column: Löwdin charge in e.
Geometry (Å):
Co: 1.35747 -0.65117 0.26808  0.60
C: 0.96681 2.85974 0.19620  -0.16
C: -0.40999 2.65306 -0.42805  -0.58
C: -1.37878 3.66512 0.15972  0.00
C: -0.34577 2.74530 -1.94590  0.00
O: -0.72519 1.33395 -0.05181  -0.18
Si: -1.88911 0.27075 0.38008  -0.11
S: -0.68737 -1.27257 1.14731  0.46
O: -2.71726 -0.22781 -0.95837  -0.16
C: -3.92981 0.23210 -1.61216  -0.62
C: -3.70097 0.08589 -3.10876  -0.02
C: -5.06159 -0.66562 -1.13325  -0.02
C: -4.25691 1.69170 -1.31861  -0.03
O: -2.96527 0.94307 1.39173  -0.15
C: -3.23177 0.92556 2.80385  -0.65
C: -3.69964 -0.46613 3.19728  -0.03
C: -4.33745 1.94914 3.01754  -0.02
C: -1.97440 1.31890 3.56573  -0.03
H: 1.47920 3.69379 -0.29019  0.13
H: 2.61893 1.82808 0.36624  -0.01
H: 0.86912 3.07472 1.26295  0.14
H: -1.04043 4.68203 -0.05145  0.10
H: -1.45219 3.53812 1.23980  0.08
H: -2.37357 3.54138 -0.26567  0.08
H: -0.06103 3.75086 -2.25965  0.10
H: -1.31714 2.51090 -2.38252  0.07
H: 0.38668 2.03516 -2.33387  0.09
H: -3.49453 -0.94725 -3.38177  0.07
H: -2.85540 0.69935 -3.42347  0.08
H: -4.58582 0.40705 -3.66028  0.10
H: -4.86877 -1.70668 -1.40187  0.08
H: -6.01149 -0.36708 -1.57949  0.09
H: -5.15208 -0.59967 -0.04766  0.08
H: -3.47013 2.34545 -1.69876  0.07
H: -4.38200 1.86783 -0.25450  0.08
H: -5.18374 1.96220 -1.82723  0.10
H: -4.60338 -0.72898 2.64430  0.09
H: -3.92821 -0.49621 4.26409  0.09
H: -2.92532 -1.20717 2.99001  0.05
H: -5.21716 1.68616 2.42756  0.09
H: -4.00017 2.94259 2.71573  0.09
H: -4.62507 1.98503 4.06943  0.09
H: -1.20561 0.54801 3.48133  0.06
H: -2.21003 1.46594 4.62082  0.09
H: -1.57731 2.25587 3.17178  0.08
C: 5.48229 3.11363 -0.17826  -0.37
S: 4.43528 3.20351 1.28823  0.77
C: 4.22571 4.98940 1.38918  -0.40
O: 1.73250 1.66530 0.00816  -0.15
H: 6.44234 3.59180 0.00973  0.04
H: 4.99428 3.58537 -1.03097  0.05
H: 5.65058 2.06186 -0.40323  0.01
H: 5.19824 5.47002 1.48050  0.04
H: 3.64073 5.20341 2.28150  0.04
H: 3.70263 5.37295 0.51410  0.04
Br: 8.12863 -0.92356 1.01801  0.82
C: 6.29137 -0.65141 0.77876  -0.69
C: 5.50250 -0.25923 1.84500  -0.10
C: 4.15001 -0.07389 1.61305  -0.16
N: 3.57955 -0.25840 0.41951  -0.03
C: 4.36054 -0.63045 -0.59877  -0.13
C: 5.72061 -0.83499 -0.47102  -0.09
H: 5.91819 -0.10198 2.82947  0.12
H: 3.49718 0.23702 2.42086  0.13
H: 3.86918 -0.78818 -1.55107  0.13
H: 6.31434 -1.14004 -1.32042  0.11
C: -2.36047 -3.60379 -2.47853  0.01
N: -1.13308 -4.00493 -1.74631  -0.18
C: -1.45887 -4.35338 -0.32836  0.01
C: -0.06400 -2.93831 -1.85926  -0.11
C: 1.21747 -3.40990 -1.23116  -0.28
C: 1.68680 -4.68128 -1.57530  -0.07
C: 2.77834 -5.23401 -0.92983  -0.08
C: 3.40845 -4.49077 0.05884  -0.08
C: 2.97608 -3.20142 0.33471  -0.13
C: 1.87478 -2.59971 -0.29688  -0.18
H: -3.10541 -4.39050 -2.38772  0.11
H: -2.11638 -3.43023 -3.52342  0.11
H: -2.71780 -2.68966 -2.01345  0.08
H: -0.74811 -4.84365 -2.17923  0.15
H: -1.95439 -3.49694 0.12010  0.06
H: -0.53458 -4.55175 0.20591  0.10
H: -2.10373 -5.22879 -0.33848  0.11
H: -0.46016 -2.06674 -1.34157  0.06
H: 0.02916 -2.72943 -2.92711  0.14
H: 1.21209 -5.26187 -2.36580  0.11
H: 3.13187 -6.22211 -1.19329  0.11
H: 4.24949 -4.90957 0.59806  0.11
H: 3.52944 -2.65188 1.08947  0.08

Computed properties:
**Charge**: +1
**2S+1**: 4
**Highest occupied orbital energy (spin up / spin down)**: -10.00 / -10.72 eV
**Relative energy (zero: lowest compared OMol25 entry of this formula, charge and spin)**: 56.4 kJ/mol
**Kohn-Sham gap (spin up / spin down)**: 7.84 / 8.44 eV